Here is a cluster of 14 separate species, C5H37NO15 in total at a distorted geometry from the Open Molecules 2025 dataset. Energies are from ωB97M-V with the def2-TZVPD basis set.

```
58
Properties=species:S:1:pos:R:3
O -2.23 -1.83 0.60
C -1.51 -1.49 1.48
O -0.37 -2.00 1.95
C -1.68 -0.13 2.31
C -0.45 0.13 3.07
C 0.20 1.50 2.80
C 1.94 2.61 1.63
N 0.96 1.47 1.54
H -0.14 -2.93 1.59
H -2.52 -0.47 3.07
H -1.93 0.75 1.76
H -0.70 -0.15 4.12
H 0.55 -0.51 2.90
H -0.41 2.34 2.94
H 1.09 1.55 3.54
H 2.31 2.61 2.56
H 2.81 2.31 0.90
H 1.44 3.50 1.32
H 0.51 1.22 0.69
H -3.81 2.79 1.39
H -2.29 2.91 2.06
O -3.25 3.12 2.08
H -2.20 -1.68 -3.59
H -3.53 -1.29 -2.93
O -2.97 -1.05 -3.72
H -0.01 0.61 -2.87
H -0.35 2.05 -2.51
O -0.62 1.33 -3.15
H -0.40 -1.58 -3.30
H -0.85 -0.65 -4.43
O -0.23 -1.34 -4.19
H 2.26 -1.24 0.99
H 2.52 -2.76 0.42
O 2.94 -1.88 0.55
H -1.07 -0.22 -0.85
H -1.70 0.64 -1.90
O -1.70 0.47 -0.95
H 3.10 -1.09 -2.00
H 1.71 -0.41 -2.32
O 2.70 -0.19 -2.16
H -1.62 4.45 1.34
H -0.11 4.60 0.74
O -0.65 4.23 1.53
H 0.83 -1.88 -1.67
H -0.52 -1.86 -0.71
O 0.04 -1.50 -1.47
H 1.40 -3.63 -3.03
H 2.82 -3.28 -2.82
O 1.90 -3.20 -2.44
H 0.36 -5.31 0.34
H 1.74 -4.99 0.60
O 0.90 -4.61 0.72
H -3.46 1.22 -0.30
H -4.00 1.94 -1.22
O -3.98 2.03 -0.24
H 5.36 0.47 0.45
H 4.05 1.12 0.06
O 4.79 1.18 0.72
```

Results
**Energy**: -1395.9161 a.u.
**E_LUMO**: -0.56 eV
**Highest occupied orbital energy**: -8.335 eV
**Frontier orbital gap**: 7.78 eV
**Energy above the lowest of the compared OMol25 structures with the same formula, charge and spin**: 7.501 eV

natural (NBO) population analysis, charges in e, atoms 1 to 4:
1. O -0.62
2. C 0.82
3. O -0.71
4. C -0.52

=====

Here is a cluster of 2 separate species, C6H10O in total from the Open Molecules 2025 dataset. Energies are from ωB97M-V with the def2-TZVPD basis set.

```
17
Properties=species:S:1:pos:R:3
C 1.73 0.65 0.84
C 1.20 -0.57 0.81
C 0.91 -1.32 -0.47
C -0.18 -0.70 -1.33
C -0.70 0.49 -1.13
C -1.09 1.69 -0.78
O -2.09 1.99 0.10
H 1.87 1.19 1.77
H 2.00 1.17 -0.08
H 0.92 -1.05 1.74
H 1.82 -1.40 -1.08
H 0.62 -2.36 -0.24
H -0.53 -1.31 -2.16
H -0.64 2.59 -1.19
H -2.39 1.17 0.51
H -1.79 -1.13 1.71
H -1.68 -1.08 0.98
```

Results
**Energy**: -309.7254 a.u.
**E_LUMO**: 1.06 eV
**Highest occupied orbital energy**: -8.756 eV
**Frontier orbital gap**: 9.82 eV
**SMILES**: C=CCC=C=CO.[H][H]
**Energy above the lowest of the compared OMol25 structures with the same formula, charge and spin**: 3.183 eV

natural (NBO) population analysis, charges in e, atoms 1 to 4:
1. C -0.38
2. C -0.18
3. C -0.48
4. C -0.21

=====

Here is a structure of composition C28H46BrN3P2SSn at a distorted geometry from the Open Molecules 2025 dataset. Energies are from ωB97M-V with the def2-TZVPD basis set.

```
82
Properties=species:S:1:pos:R:3
C 2.78 3.16 -6.97
C 2.45 3.68 -5.69
C 2.69 5.06 -5.57
C 3.20 5.82 -6.64
N 3.48 5.32 -7.84
C 3.29 4.00 -7.99
C 1.98 2.91 -4.53
C 1.75 2.14 -3.58
C 1.81 1.20 -2.53
C 1.06 0.05 -2.47
C 1.35 -0.99 -1.61
C 2.47 -0.90 -0.73
C 3.17 0.31 -0.72
C 2.84 1.32 -1.60
Sn 0.12 0.19 0.53
P -2.53 -0.63 0.56
H 2.49 5.57 -4.64
H 2.67 2.12 -7.21
H 3.38 6.90 -6.53
H 3.55 3.63 -8.98
H 3.44 2.23 -1.65
H 0.26 -0.03 -3.20
H 3.95 0.51 -0.01
H 0.75 -1.87 -1.61
C -3.32 -1.22 2.10
C -4.67 -0.63 2.53
H -2.55 -1.13 2.88
H -3.42 -2.31 1.91
H -5.03 -1.23 3.38
H -4.57 0.40 2.88
H -5.41 -0.68 1.72
C -2.76 1.21 0.24
C -3.01 1.68 -1.18
H -1.83 1.71 0.56
H -3.53 1.53 0.96
H -2.92 2.78 -1.18
H -2.27 1.28 -1.89
H -4.03 1.44 -1.50
C -3.32 -1.59 -0.84
C -4.82 -1.59 -1.02
H -2.96 -2.62 -0.66
H -2.79 -1.23 -1.74
H -5.01 -2.05 -1.99
H -5.32 -2.21 -0.27
H -5.24 -0.59 -1.02
Br 2.67 -2.13 0.73
P 1.21 1.67 3.12
C -0.61 1.71 2.90
C -1.29 2.56 3.98
H -1.06 0.70 2.95
H -0.82 2.22 1.94
H -2.31 2.80 3.68
H -1.31 2.02 4.93
H -0.75 3.50 4.12
C 1.80 -0.04 3.36
C 2.92 -0.15 4.42
H 2.26 -0.42 2.44
H 0.98 -0.71 3.63
H 3.15 -1.21 4.61
H 3.83 0.35 4.06
H 2.62 0.32 5.37
C 1.88 2.35 1.55
C 2.03 3.87 1.68
H 1.20 2.13 0.68
H 2.86 1.89 1.34
H 2.60 4.27 0.84
H 1.06 4.39 1.68
H 2.57 4.14 2.60
C -1.27 -6.80 1.84
N -1.32 -5.59 1.05
C -0.44 -4.58 1.02
S -0.95 -3.09 0.41
N 0.83 -4.82 1.42
C 1.53 -6.08 1.24
H -0.64 -6.66 2.72
H -0.93 -7.66 1.26
H -2.30 -7.04 2.18
H -2.22 -5.33 0.66
H 1.42 -3.99 1.33
H 2.56 -5.84 0.96
H 1.53 -6.65 2.19
H 1.07 -6.68 0.44
```

Results
**Net charge**: +4
**Energy**: -5126.3070 a.u.
**E_LUMO (spin up / spin down)**: -13.91 / -13.72 eV
**Highest occupied orbital energy (spin up / spin down)**: -17.842 / -17.851 eV
**Frontier orbital gap (spin up / spin down)**: 3.93 / 4.13 eV
**Energy above the lowest of the compared OMol25 structures with the same formula, charge and spin**: 0.000 eV

Löwdin population analysis, charges in e, atoms 1 to 4:
1. C 0.07
2. C -0.15
3. C 0.04
4. C 0.00

=====

Here is an isolated molecule of C21H23N3O3 at a distorted geometry from the Open Molecules 2025 dataset. Energies are from ωB97M-V with the def2-TZVPD basis set.

```
50
Properties=species:S:1:pos:R:3
C 4.65 -0.17 -2.04
C 4.21 -1.63 -1.96
C 2.69 -1.77 -2.08
N 2.03 -1.09 -0.99
C 1.10 -0.13 -1.17
O 0.74 0.29 -2.25
C 0.56 0.40 0.11
C -0.43 1.39 0.28
C -0.56 1.50 1.64
C -1.42 2.34 2.50
O -2.21 3.15 1.67
C -3.10 4.00 2.25
C -3.87 4.79 1.39
C -4.79 5.66 1.92
C -4.93 5.74 3.31
C -5.92 6.67 3.94
N -4.20 5.00 4.12
C -3.31 4.15 3.62
O 0.30 0.64 2.23
N 0.98 -0.03 1.28
C 2.29 -3.23 -2.12
C 2.41 -4.04 -1.00
C 2.06 -5.37 -1.05
C 1.57 -5.94 -2.22
C 1.17 -7.38 -2.27
C 1.45 -5.13 -3.35
C 1.80 -3.79 -3.30
H 4.34 0.27 -2.99
H 5.73 -0.10 -1.96
H 4.21 0.41 -1.23
H 4.54 -2.06 -1.01
H 4.67 -2.20 -2.77
H 2.34 -1.27 -2.99
H 2.24 -1.36 -0.04
H -0.96 1.92 -0.48
H -2.05 1.69 3.13
H -0.79 2.95 3.17
H -3.73 4.69 0.33
H -5.40 6.28 1.28
H -6.93 6.44 3.61
H -5.70 7.70 3.67
H -5.87 6.57 5.02
H -2.76 3.59 4.36
H 2.79 -3.63 -0.08
H 2.16 -5.98 -0.17
H 0.10 -7.47 -2.05
H 1.34 -7.80 -3.26
H 1.72 -7.96 -1.54
H 1.08 -5.55 -4.27
H 1.70 -3.18 -4.18
```

Results
**Energy**: -1203.9948 a.u.
**E_LUMO**: 0.73 eV
**Highest occupied orbital energy**: -8.932 eV
**Frontier orbital gap**: 9.66 eV
**SMILES**: CC[C@H](NC(=O)c1cc(COc2ccc(C)nc2)on1)c1ccc(C)cc1
**Energy above the lowest of the compared OMol25 structures with the same formula, charge and spin**: 3.485 eV

natural (NBO) population analysis, charges in e, atoms 1 to 4:
1. C -0.61
2. C -0.39
3. C -0.07
4. N -0.60